A cluster of 3 separate species, C5H14O2S in total in a non-equilibrium geometry. Source: the OMol25 dataset; level of theory: ωB97M-V/def2-TZVPD.

Relative energy (zero: lowest compared OMol25 entry of this formula, charge and spin), kJ/mol: 833.0
Charge: 0
Energy, eV: -20333.4948
Maximum force, eV Å⁻¹: 2.4
Gap between HOMO and LUMO, eV: 3.166
E_HOMO, eV: -7.97

Each line ends with the Mulliken charge.
Geometry (Å):
C  0.978  -1.455  -1.955  -1.130
O  -0.277  -2.717  -0.047  -0.565
C  1.141  -0.012  -1.454  -0.389
C  0.566  0.076  -0.057  -0.612
C  -0.964  0.007  -0.007  -0.635
S  -1.563  1.671  -0.372  0.092
C  -1.380  2.285  1.276  -0.475
H  1.607  -2.097  -1.334  0.284
H  1.284  -1.687  -2.976  0.385
H  -0.061  -1.719  -1.788  0.277
H  0.739  0.592  -2.268  0.250
H  2.211  0.205  -1.436  0.273
H  0.942  -0.691  0.627  0.239
H  0.927  1.012  0.357  0.568
H  -1.369  -0.681  -0.740  0.488
H  -1.339  -0.337  0.946  0.381
H  -0.458  1.776  1.815  0.103
H  -2.283  2.062  1.839  0.336
H  -1.200  3.360  1.279  0.337
H  0.325  0.831  3.513  0.238
H  -0.360  -3.678  0.134  0.174
O  0.536  1.197  2.647  -0.621